The molecule C21H34N4O2. Source: OMol25; level of theory: the ωB97M-V functional and the def2-TZVPD basis.

Cartesian coordinates (Å):
C  2.695  1.493  -1.462
C  3.132  0.533  -2.508
N  4.266  0.680  -3.169
N  4.354  -0.352  -4.009
C  3.291  -1.183  -3.905
C  2.463  -0.636  -2.937
C  1.154  -1.144  -2.435
N  1.202  -1.460  -1.011
C  0.402  -0.771  -0.169
O  -0.305  0.138  -0.567
C  0.418  -1.179  1.307
C  -0.313  -0.119  2.161
N  -1.700  -0.425  2.416
C  -2.051  -1.643  2.881
O  -3.176  -1.936  3.238
C  -0.907  -2.639  2.857
C  -0.227  -2.561  1.493
H  0.517  -3.353  1.405
H  -0.983  -2.721  0.720
H  -1.315  -3.634  3.037
H  -0.195  -2.406  3.652
C  -2.700  0.637  2.381
C  -2.827  1.240  0.980
C  -4.174  1.936  0.782
C  -4.195  3.414  1.185
H  -3.823  4.017  0.353
C  -3.372  3.773  2.425
H  -3.712  4.752  2.773
H  -2.322  3.886  2.147
C  -3.466  2.769  3.574
C  -2.417  1.661  3.483
H  -1.437  2.118  3.321
H  -2.382  1.124  4.434
H  -4.465  2.333  3.613
H  -3.304  3.300  4.515
H  -5.236  3.704  1.351
H  -4.934  1.390  1.345
H  -4.456  1.875  -0.271
H  -2.015  1.936  0.773
H  -2.736  0.424  0.262
H  -3.639  0.125  2.621
H  0.221  -0.012  3.115
H  -0.272  0.833  1.631
H  1.457  -1.203  1.650
C  2.100  -2.534  -0.669
H  2.465  -2.446  0.351
H  2.959  -2.486  -1.340
H  1.617  -3.508  -0.794
H  0.857  -2.043  -2.986
H  0.380  -0.382  -2.558
C  3.165  -2.402  -4.743
H  2.268  -2.954  -4.474
H  4.029  -3.054  -4.609
H  3.103  -2.138  -5.799
C  5.475  -0.473  -4.893
H  6.128  0.377  -4.709
H  6.023  -1.399  -4.703
H  5.150  -0.463  -5.935
H  1.613  1.608  -1.481
H  3.174  2.454  -1.623
H  2.977  1.128  -0.474

The value obtained for the energy is -32385.5516 eV. Its SMILES is Cc1nn(C)c(C)c1CN(C)C(=O)[C@@H]1CCC(=O)N(C2CCCCCC2)C1. The orbital gap is 9.336 eV.

A structure of composition C21H34N4O4Pt. Source: OMol25; level of theory: the ωB97M-V functional and the def2-TZVPD basis.

Cartesian coordinates (Å):
Pt  -0.712  0.183  -0.167
C  -2.350  -2.417  4.369
N  -1.711  -1.250  3.796
C  -1.068  -0.361  4.744
C  -1.727  -0.960  2.502
O  -1.088  -0.004  2.029
C  -2.572  -1.876  1.609
O  -2.779  -1.376  0.303
C  -3.988  -0.688  0.058
C  -3.834  0.842  0.070
O  -2.713  1.360  0.185
N  -4.925  1.584  -0.052
C  -4.802  3.024  0.085
C  -6.267  1.100  -0.294
H  -1.861  -2.651  5.312
H  -2.258  -3.287  3.722
H  -3.409  -2.239  4.568
H  -0.289  -0.890  5.292
H  -1.809  0.012  5.452
H  -0.631  0.478  4.210
H  -3.529  -2.081  2.099
H  -2.025  -2.817  1.474
H  -4.756  -0.982  0.781
H  -4.305  -1.007  -0.941
H  -3.828  3.257  0.507
H  -5.584  3.393  0.745
H  -4.895  3.510  -0.885
H  -6.272  0.128  -0.779
H  -6.775  1.808  -0.950
H  -6.831  1.033  0.639
C  -0.856  -1.076  -5.255
N  -0.907  0.214  -4.588
C  -0.801  1.396  -5.425
C  -0.770  0.272  -3.319
N  -0.679  0.302  -2.158
H  -1.553  -1.063  -6.091
H  -1.134  -1.873  -4.567
H  0.150  -1.267  -5.636
H  -1.504  1.300  -6.250
H  0.207  1.483  -5.835
H  -1.033  2.294  -4.858
C  7.774  -0.657  -0.336
C  6.343  -0.318  -0.134
C  5.964  0.949  0.304
C  4.646  1.276  0.549
C  4.329  2.658  1.019
C  3.638  0.292  0.334
C  2.284  0.587  0.672
O  1.320  -0.193  0.582
C  4.011  -0.988  -0.172
C  2.994  -2.041  -0.457
C  5.347  -1.262  -0.385
H  8.420  0.181  -0.094
H  7.949  -0.952  -1.369
H  8.047  -1.502  0.294
H  6.727  1.695  0.470
H  5.238  3.251  1.088
H  3.869  2.644  2.006
H  3.650  3.160  0.332
H  2.106  1.583  1.097
H  2.565  -2.412  0.474
H  3.442  -2.877  -0.987
H  2.170  -1.643  -1.049
H  5.636  -2.240  -0.744

The value obtained for the energy is -39710.2744 eV. The orbital gap is 6.658 eV. As for the net charge: +2.

A structure of composition C21H35AgBrN4OPSe. Source: OMol25; level of theory: the ωB97M-V functional and the def2-TZVPD basis.

Cartesian coordinates (Å):
Ag  -1.037  -0.471  -0.026
C  2.137  3.817  -1.912
C  1.026  2.807  -1.834
C  1.076  1.592  -2.503
C  0.023  0.703  -2.417
C  -1.078  1.083  -1.631
Br  1.038  -1.987  -0.194
N  -1.156  2.244  -1.005
C  -0.109  3.063  -1.082
H  2.961  3.453  -2.525
H  2.535  4.045  -0.922
H  1.788  4.754  -2.349
H  1.953  1.325  -3.082
H  0.060  -0.282  -2.858
H  -0.195  3.988  -0.521
C  -1.347  -3.803  -6.402
C  -1.707  -2.887  -5.268
C  -1.960  -3.388  -3.999
C  -2.285  -2.565  -2.926
C  -2.544  -3.202  -1.590
C  -2.360  -1.185  -3.142
Se  -2.853  0.009  -1.715
C  -2.141  -0.653  -4.424
C  -2.285  0.809  -4.764
C  -1.807  -1.515  -5.459
H  -1.270  -4.835  -6.064
H  -0.392  -3.521  -6.847
H  -2.097  -3.763  -7.194
H  -1.897  -4.456  -3.833
H  -2.518  -4.288  -1.679
H  -3.518  -2.913  -1.191
H  -1.782  -2.925  -0.855
H  -2.149  1.467  -3.912
H  -3.282  1.004  -5.168
H  -1.563  1.088  -5.531
H  -1.627  -1.093  -6.442
C  1.627  -0.309  2.961
N  0.503  -1.063  3.503
C  0.850  -2.002  4.551
P  -1.052  -0.711  3.118
O  -1.123  0.489  2.228
N  -1.701  -2.071  2.415
C  -1.055  -3.373  2.361
C  -3.142  -2.112  2.215
N  -1.994  -0.476  4.463
C  -1.944  0.818  5.125
C  -2.431  -1.566  5.315
H  2.346  -0.993  2.507
H  2.114  0.264  3.756
H  1.274  0.369  2.192
H  1.582  -2.726  4.182
H  -0.023  -2.559  4.885
H  1.281  -1.488  5.417
H  0.024  -3.257  2.332
H  -1.341  -3.869  1.431
H  -1.354  -4.011  3.203
H  -3.544  -1.100  2.185
H  -3.657  -2.672  3.004
H  -3.356  -2.593  1.258
H  -1.663  1.582  4.405
H  -1.231  0.824  5.958
H  -2.932  1.061  5.524
H  -2.440  -2.504  4.763
H  -3.447  -1.372  5.671
H  -1.787  -1.690  6.193

The value obtained for the energy is -179032.7687 eV. The orbital gap is 8.407 eV.

A structure of composition C21H35BeN5O6. Source: OMol25; level of theory: the ωB97M-V functional and the def2-TZVPD basis.

Cartesian coordinates (Å):
Be  -0.718  0.418  -0.180
C  3.492  3.998  -3.253
C  1.963  3.743  -3.241
C  1.590  3.277  -4.641
O  1.445  2.958  -2.229
H  3.766  4.364  -2.264
H  3.844  4.657  -4.047
H  3.951  3.021  -3.402
H  1.596  4.763  -3.126
H  1.783  2.204  -4.639
H  2.243  3.719  -5.393
H  0.576  3.584  -4.897
C  -4.656  2.014  -3.890
C  -3.819  1.321  -2.897
O  -3.837  1.654  -1.700
O  -2.988  0.458  -3.209
H  -5.515  2.616  -3.593
H  -4.980  1.343  -4.685
H  -3.873  2.633  -4.327
O  -1.999  -0.631  3.409
C  -2.731  -0.176  4.281
N  -4.027  0.035  4.095
C  -2.263  -0.242  5.841
H  -4.320  0.056  3.128
H  -4.732  -0.086  4.808
H  -1.320  -0.786  5.786
H  -2.941  -0.873  6.415
H  -2.192  0.748  6.293
O  -2.942  -2.886  -0.025
C  -3.887  -3.547  -0.203
N  -4.535  -3.215  -1.279
C  -4.236  -4.616  0.811
H  -4.267  -2.348  -1.722
H  -5.445  -3.603  -1.483
H  -3.492  -5.411  0.771
H  -5.208  -5.094  0.689
H  -4.264  -4.096  1.769
O  -0.490  3.403  2.191
C  0.183  4.250  2.754
N  0.975  4.971  2.035
C  0.238  4.525  4.263
H  1.108  4.739  1.061
H  1.571  5.700  2.401
H  0.958  5.326  4.428
H  0.406  3.614  4.836
H  -0.744  4.917  4.529
N  2.816  -0.575  1.572
C  3.988  -0.333  0.955
C  5.180  -0.971  1.333
C  5.187  -1.747  2.449
C  3.979  -2.027  3.134
C  2.854  -1.401  2.690
H  3.980  0.390  0.153
H  6.161  -0.857  0.897
H  6.061  -2.278  2.796
H  3.907  -2.672  3.997
H  1.936  -1.599  3.222
N  0.905  -2.780  -1.906
C  1.248  -2.568  -3.164
C  2.001  -3.523  -3.812
C  2.276  -4.771  -3.242
C  1.960  -5.023  -1.920
C  1.155  -4.018  -1.384
H  1.068  -1.636  -3.679
H  2.358  -3.529  -4.832
H  2.941  -5.438  -3.770
H  2.111  -5.910  -1.323
H  0.663  -4.151  -0.432

The value obtained for the energy is -42471.1588 eV. The orbital gap is 2.944 eV.

Number 4 is which compound?
C21H35BeN5O6

Look up the orbital gap of the second one.
6.658 eV

Copy entry 4 word for word.
A structure of composition C21H35BeN5O6. Source: OMol25; level of theory: the ωB97M-V functional and the def2-TZVPD basis.

Cartesian coordinates (Å):
Be  -0.718  0.418  -0.180
C  3.492  3.998  -3.253
C  1.963  3.743  -3.241
C  1.590  3.277  -4.641
O  1.445  2.958  -2.229
H  3.766  4.364  -2.264
H  3.844  4.657  -4.047
H  3.951  3.021  -3.402
H  1.596  4.763  -3.126
H  1.783  2.204  -4.639
H  2.243  3.719  -5.393
H  0.576  3.584  -4.897
C  -4.656  2.014  -3.890
C  -3.819  1.321  -2.897
O  -3.837  1.654  -1.700
O  -2.988  0.458  -3.209
H  -5.515  2.616  -3.593
H  -4.980  1.343  -4.685
H  -3.873  2.633  -4.327
O  -1.999  -0.631  3.409
C  -2.731  -0.176  4.281
N  -4.027  0.035  4.095
C  -2.263  -0.242  5.841
H  -4.320  0.056  3.128
H  -4.732  -0.086  4.808
H  -1.320  -0.786  5.786
H  -2.941  -0.873  6.415
H  -2.192  0.748  6.293
O  -2.942  -2.886  -0.025
C  -3.887  -3.547  -0.203
N  -4.535  -3.215  -1.279
C  -4.236  -4.616  0.811
H  -4.267  -2.348  -1.722
H  -5.445  -3.603  -1.483
H  -3.492  -5.411  0.771
H  -5.208  -5.094  0.689
H  -4.264  -4.096  1.769
O  -0.490  3.403  2.191
C  0.183  4.250  2.754
N  0.975  4.971  2.035
C  0.238  4.525  4.263
H  1.108  4.739  1.061
H  1.571  5.700  2.401
H  0.958  5.326  4.428
H  0.406  3.614  4.836
H  -0.744  4.917  4.529
N  2.816  -0.575  1.572
C  3.988  -0.333  0.955
C  5.180  -0.971  1.333
C  5.187  -1.747  2.449
C  3.979  -2.027  3.134
C  2.854  -1.401  2.690
H  3.980  0.390  0.153
H  6.161  -0.857  0.897
H  6.061  -2.278  2.796
H  3.907  -2.672  3.997
H  1.936  -1.599  3.222
N  0.905  -2.780  -1.906
C  1.248  -2.568  -3.164
C  2.001  -3.523  -3.812
C  2.276  -4.771  -3.242
C  1.960  -5.023  -1.920
C  1.155  -4.018  -1.384
H  1.068  -1.636  -3.679
H  2.358  -3.529  -4.832
H  2.941  -5.438  -3.770
H  2.111  -5.910  -1.323
H  0.663  -4.151  -0.432

The value obtained for the energy is -42471.1588 eV. The orbital gap is 2.944 eV.

energy of number 3 (C21H35AgBrN4OPSe)?
-179032.7687 eV